1.
A single CH5N3S molecule in a non-equilibrium geometry, computed with ωB97M-V/def2-TZVPD.

XYZ file:
```
10
Properties=species:S:1:pos:R:3:mulliken_charge:R:1
C -0.063 -0.057 0.706 0.226
H -0.528 -1.082 -1.879 0.275
H 1.060 -1.286 -1.322 0.288
H 0.267 1.356 -1.138 0.257
H -0.165 1.855 1.092 0.308
H -0.105 0.471 2.615 0.297
N 0.304 -0.650 -1.749 -0.616
N 0.006 0.287 -0.657 -0.244
N 0.000 0.815 1.629 -0.362
S -0.775 -1.710 0.703 -0.428
```

**E_tot**: -603.442031 Eh
**Energy above the lowest of the compared OMol25 structures with the same formula, charge and spin**: 2.827 eV
**HOMO level**: -7.91 eV



2.
A gas-phase ion, CH5N4 (charge +1) in a non-equilibrium geometry, computed with ωB97M-V/def2-TZVPD.

XYZ file:
```
10
Properties=species:S:1:pos:R:3:mulliken_charge:R:1
C 0.941 -0.419 0.497 0.310
N 1.561 -0.435 -0.683 -0.271
N 1.801 0.533 0.441 -0.262
N -1.214 0.025 -0.583 -0.491
N -0.801 -0.388 0.607 0.099
H 2.188 -1.252 -0.947 0.303
H 1.799 1.426 0.089 0.306
H -1.236 1.054 -0.611 0.260
H -0.896 -1.379 0.600 0.360
H -1.142 0.160 1.457 0.385
```

**E_tot**: -259.578156 Eh
**Energy above the lowest of the compared OMol25 structures with the same formula, charge and spin**: 6.356 eV
**Net charge**: +1
**HOMO level (alpha / beta)**: -15.47 / -14.91 eV



3.
A gas-phase ion, CH5N4 (charge +1) in a non-equilibrium geometry, computed with ωB97M-V/def2-TZVPD.

XYZ file:
```
10
Properties=species:S:1:pos:R:3:mulliken_charge:R:1
C 0.048 -0.555 0.126 -0.007
N 0.591 1.527 1.153 -0.543
N 0.012 0.405 1.127 0.318
N -0.967 -0.918 -0.818 -0.267
N 0.252 -0.275 -1.361 -0.053
H 0.519 1.893 2.108 0.288
H -0.564 -0.113 1.870 0.343
H -1.182 -1.883 -0.890 0.307
H 0.166 0.652 -1.616 0.281
H 1.124 -0.733 -1.698 0.332
```

**E_tot**: -259.653325 Eh
**Energy above the lowest of the compared OMol25 structures with the same formula, charge and spin**: 4.310 eV
**Net charge**: +1
**HOMO level (alpha / beta)**: -13.73 / -13.78 eV



4.
2 unconnected molecules or ions with the total composition CH5N4 in a non-equilibrium geometry, computed with ωB97M-V/def2-TZVPD.

XYZ file:
```
10
Properties=species:S:1:pos:R:3:lowdin_spin:R:1
C 1.067 0.181 -0.069 0.068
N -2.718 -0.451 1.098 1.704
N -0.458 -0.589 1.423 0.025
N 1.472 0.334 -1.298 0.105
N -0.207 -0.197 0.257 0.030
H 1.863 0.466 0.743 0.000
H -3.103 -0.250 2.013 0.072
H 2.274 0.819 -1.656 0.002
H 0.876 -0.054 -2.029 0.003
H -1.066 -0.258 -0.482 -0.010
```

**E_tot**: -259.600340 Eh
**⟨S²⟩**: 2.54
**Energy above the lowest of the compared OMol25 structures with the same formula, charge and spin**: 2.542 eV
**Net charge**: +1
**Spin multiplicity**: 3
**HOMO level (alpha / beta)**: -13.64 / -15.04 eV



5.
A single CH5N5 molecule in a non-equilibrium geometry, computed with ωB97M-V/def2-TZVPD.

XYZ file:
```
11
Properties=species:S:1:pos:R:3:mulliken_charge:R:1
C -2.152 -0.008 0.304 0.322
N -3.235 -0.111 -0.091 -0.418
N 0.751 -1.264 -0.335 -0.415
N 1.170 0.992 -0.299 -0.418
N -0.864 -0.036 0.687 -0.188
N 0.165 0.033 -0.401 -0.050
H 0.849 -1.409 -1.320 0.236
H 1.568 -1.479 0.259 0.245
H 1.016 1.703 -1.005 0.246
H 1.442 1.261 0.591 0.207
H -0.710 0.318 1.610 0.234
```

**E_tot**: -314.743084 Eh
**Energy above the lowest of the compared OMol25 structures with the same formula, charge and spin**: 1.934 eV
**HOMO level**: -9.33 eV



6.
2 unconnected molecules or ions with the total composition CH5N5O2S in a non-equilibrium geometry, computed with ωB97M-V/def2-TZVPD.

XYZ file:
```
14
Properties=species:S:1:pos:R:3:mulliken_charge:R:1
C 1.859 -0.286 1.147 0.403
N 1.679 -0.409 2.250 -0.418
N 2.209 -0.103 -0.152 -0.616
N -0.198 0.463 -1.080 -0.321
N -0.533 -0.099 0.114 -0.275
N -1.695 -0.015 0.540 0.986
O -1.848 -0.334 1.911 -0.492
O -2.773 0.194 0.034 -0.697
S -1.257 0.190 -2.525 -0.097
H -1.004 -0.304 2.319 0.372
H 2.573 0.761 -0.534 0.299
H 2.547 -0.805 -0.713 0.263
H 0.803 0.178 -1.286 0.427
H -2.360 0.571 -2.024 0.166
```

**E_tot**: -863.321502 Eh
**Energy above the lowest of the compared OMol25 structures with the same formula, charge and spin**: 0.648 eV
**HOMO level**: -8.59 eV



7.
A molecular structure, CH5NO in a non-equilibrium geometry, computed with ωB97M-V/def2-TZVPD.

XYZ file:
```
8
Properties=species:S:1:pos:R:3:mulliken_charge:R:1
C -1.534 -0.275 -0.146 -0.256
N -0.377 0.321 0.005 -0.627
H -1.913 -1.035 0.562 0.255
H -2.271 -0.076 -0.938 0.253
H -0.323 -0.736 -0.533 0.290
H 2.666 1.145 0.668 0.297
H 1.388 0.316 0.150 0.476
O 2.364 0.340 0.233 -0.688
```

**E_tot**: -170.942669 Eh
**Energy above the lowest of the compared OMol25 structures with the same formula, charge and spin**: 3.796 eV
**HOMO level**: -9.07 eV



8.
A single CH5NO molecule in a non-equilibrium geometry, computed with ωB97M-V/def2-TZVPD.

XYZ file:
```
8
Properties=species:S:1:pos:R:3:mulliken_charge:R:1
C -0.938 -0.385 -0.054 -0.569
N 1.444 0.404 0.031 -0.435
O 0.645 -0.730 -0.225 -0.289
H -1.303 -0.014 -0.961 0.259
H -0.961 0.354 0.803 0.297
H -1.288 -1.384 -0.121 0.227
H 1.328 0.547 1.029 0.257
H 1.073 1.208 -0.502 0.253
```

**E_tot**: -170.981600 Eh
**Energy above the lowest of the compared OMol25 structures with the same formula, charge and spin**: 2.737 eV
**HOMO level**: -9.46 eV



9.
A single CH5NO molecule in a non-equilibrium geometry, computed with ωB97M-V/def2-TZVPD.

XYZ file:
```
8
Properties=species:S:1:pos:R:3:mulliken_charge:R:1
C 0.286 -0.800 0.255 -0.695
N -0.652 1.143 -0.579 -0.450
O -0.575 -0.221 -0.723 -0.246
H 0.797 -1.620 -0.192 0.257
H -0.412 -1.316 1.040 0.176
H 0.931 -0.088 0.604 0.428
H 0.285 1.567 -0.902 0.259
H -0.660 1.335 0.497 0.271
```

**E_tot**: -170.994066 Eh
**Energy above the lowest of the compared OMol25 structures with the same formula, charge and spin**: 2.398 eV
**HOMO level**: -9.62 eV



10.
A single CH5NO2 molecule, computed with ωB97M-V/def2-TZVPD.

XYZ file:
```
9
Properties=species:S:1:pos:R:3:mulliken_charge:R:1
C -0.606 -0.254 0.242 -0.149
N 0.730 0.205 -0.118 -0.321
O 1.168 -0.439 -1.313 -0.427
O -1.000 0.351 1.431 -0.512
H 1.148 0.244 -1.994 0.332
H -0.893 1.305 1.341 0.312
H 1.389 -0.087 0.603 0.228
H -1.272 0.016 -0.596 0.239
H -0.663 -1.341 0.405 0.297
```

**E_tot**: -246.265116 Eh
**Energy above the lowest of the compared OMol25 structures with the same formula, charge and spin**: 2.497 eV
**HOMO level**: -9.66 eV



11.
2 unconnected molecules or ions with the total composition CH5NO2 in a non-equilibrium geometry, computed with ωB97M-V/def2-TZVPD.

XYZ file:
```
9
Properties=species:S:1:pos:R:3:mulliken_charge:R:1
C -1.738 -0.961 -1.537 -0.134
N 1.136 0.393 1.630 -0.463
O -0.551 -1.220 -1.531 -0.400
O 1.578 0.716 0.343 -0.367
H -2.028 -0.158 -0.768 0.212
H -2.379 -1.471 -2.197 0.311
H 0.979 0.151 -0.119 0.365
H 1.177 1.326 2.189 0.241
H 1.817 -0.339 2.070 0.235
```

**E_tot**: -246.223051 Eh
**Energy above the lowest of the compared OMol25 structures with the same formula, charge and spin**: 3.642 eV
**HOMO level**: -9.28 eV



12.
2 unconnected molecules or ions with the total composition CH5NO2 in a non-equilibrium geometry, computed with ωB97M-V/def2-TZVPD.

XYZ file:
```
9
Properties=species:S:1:pos:R:3:mulliken_charge:R:1
C 1.256 0.416 -0.073 -0.475
H -3.176 0.134 0.247 0.227
H 1.735 0.536 0.864 0.256
H 0.288 0.957 -0.147 0.198
H 2.005 0.779 -0.814 0.202
H 0.615 -1.274 0.583 0.317
N -2.193 0.221 -0.288 -0.088
O -1.458 -0.767 -0.050 -0.155
O 0.929 -1.003 -0.322 -0.483
```

**E_tot**: -246.184988 Eh
**Energy above the lowest of the compared OMol25 structures with the same formula, charge and spin**: 4.677 eV
**HOMO level**: -9.51 eV